A structure of composition C32H40Ge2N2OS2W in a non-equilibrium geometry, computed with ωB97M-V with the def2-TZVPD basis set.

Structure (XYZ):
```
80
Properties=species:S:1:pos:R:3:forces:R:3:lowdin_charge:R:1
W -0.690 0.165 -0.251 0.92 -0.08 -0.42 1.1127
C -0.946 4.324 -2.070 -0.02 0.01 -0.01 0.0005
C -1.280 3.059 -1.334 0.14 -0.14 0.01 -0.1776
N -0.331 2.161 -1.113 -0.23 -0.36 0.41 -0.0983
N 0.925 2.567 -1.531 0.25 0.20 -0.13 -0.0601
C 1.832 1.681 -1.434 -0.46 -0.25 0.24 -0.9873
S 1.562 0.007 -0.905 -0.16 0.12 -0.01 0.5922
S 3.507 2.029 -1.737 0.36 -0.02 -0.10 1.1114
C 3.528 3.780 -2.220 -0.12 0.01 0.01 -0.3311
C 3.711 3.535 -3.674 0.01 0.00 -0.06 -0.2804
C 2.576 3.339 -4.509 0.10 -0.02 0.00 -0.0053
C 2.742 3.164 -5.856 0.14 0.00 -0.03 -0.0193
C 4.038 3.134 -6.396 -0.06 0.01 0.06 0.0255
C 5.171 3.285 -5.578 -0.07 -0.01 -0.06 -0.0130
C 5.016 3.470 -4.230 -0.11 0.00 0.03 0.0011
C -2.651 2.881 -0.885 -0.09 0.05 0.04 -0.0998
C -3.490 4.017 -0.827 0.07 -0.01 -0.02 -0.0073
C -4.795 3.943 -0.405 -0.03 -0.04 0.01 -0.0372
C -5.333 2.709 -0.046 0.05 0.06 -0.02 -0.0132
C -4.545 1.575 -0.091 -0.08 -0.12 0.02 0.0119
C -3.222 1.657 -0.487 -0.05 0.09 0.07 -0.2832
O -2.506 0.505 -0.457 -0.61 0.16 -0.16 -0.2797
H -0.105 4.179 -2.736 -0.01 0.01 0.01 0.0569
H -0.670 5.101 -1.353 0.00 0.00 0.00 0.1213
H -1.799 4.671 -2.642 -0.01 0.00 0.01 0.0957
H 4.364 4.273 -1.734 0.00 -0.01 0.01 0.1063
H 2.573 4.220 -1.946 0.03 0.08 0.01 0.0890
H 1.586 3.350 -4.071 0.03 0.00 0.04 0.1059
H 1.883 3.046 -6.502 0.02 0.00 -0.02 0.1261
H 4.167 2.984 -7.460 0.01 0.00 0.00 0.1305
H 6.160 3.263 -6.013 -0.01 0.00 -0.02 0.1299
H 5.882 3.598 -3.592 -0.03 0.01 0.03 0.1358
H -3.093 4.985 -1.094 -0.02 0.01 0.00 0.1142
H -5.398 4.839 -0.359 0.00 0.00 0.00 0.1222
H -6.365 2.633 0.269 0.00 0.00 0.00 0.1269
H -4.936 0.605 0.184 -0.01 0.01 0.00 0.1347
C -2.169 0.930 4.530 -0.02 0.01 -0.07 -0.1536
C -1.986 1.060 3.013 0.03 -0.02 0.08 -0.3761
Ge -0.389 0.118 2.352 -0.11 0.12 -0.26 0.8113
C 1.294 1.025 2.793 0.02 0.02 0.07 -0.3769
C 1.678 0.832 4.265 0.02 0.03 -0.08 -0.1545
C -0.324 -1.728 2.910 -0.08 0.01 0.19 -0.2408
C -0.140 -2.765 2.089 0.04 -0.25 -0.26 -0.3394
Ge -0.103 -2.396 0.149 0.18 0.30 0.26 0.8555
C -1.920 -2.506 -0.704 0.04 0.20 0.01 -0.3715
C -2.405 -3.950 -0.918 0.04 0.00 0.00 -0.1423
C 1.359 -3.134 -0.929 -0.10 -0.15 0.02 -0.4005
C 1.543 -4.654 -0.973 0.01 0.08 -0.03 -0.1514
C 0.008 -4.163 2.565 0.02 0.00 0.13 -0.2447
C -0.313 -5.242 1.745 -0.04 0.09 -0.05 -0.0743
C -0.217 -6.549 2.194 0.01 -0.01 0.03 -0.0580
C 0.223 -6.801 3.484 -0.02 -0.02 -0.04 -0.0630
C 0.568 -5.741 4.311 0.01 0.03 0.03 -0.0594
C 0.463 -4.437 3.858 0.05 0.00 -0.01 -0.0315
H -3.085 1.427 4.851 0.00 0.00 0.02 0.0766
H -1.342 1.384 5.074 -0.01 0.00 0.02 0.0582
H -2.238 -0.115 4.835 0.00 0.00 0.01 0.0692
H -1.904 2.111 2.722 -0.03 0.00 0.00 0.0616
H -2.851 0.648 2.489 -0.02 0.01 0.02 0.0465
H 1.189 2.086 2.551 0.02 0.00 0.00 0.0607
H 2.063 0.613 2.138 0.03 0.01 0.01 0.0378
H 0.943 1.276 4.936 0.01 0.00 0.01 0.0586
H 2.640 1.301 4.475 0.00 0.00 0.02 0.0764
H 1.767 -0.226 4.515 0.00 0.00 0.00 0.0672
H -0.418 -1.918 3.978 0.00 -0.05 -0.01 0.0668
H -1.873 -1.998 -1.674 -0.06 -0.03 -0.04 0.0547
H -2.649 -1.972 -0.090 -0.05 -0.03 -0.01 0.0490
H -1.685 -4.540 -1.485 -0.01 0.00 0.01 0.0667
H -3.340 -3.940 -1.479 0.00 0.00 0.00 0.0826
H -2.594 -4.447 0.031 0.00 -0.01 0.01 0.0700
H 2.265 -2.664 -0.535 0.02 -0.03 -0.01 0.0407
H 1.216 -2.735 -1.936 0.00 -0.01 -0.02 0.0507
H 1.782 -5.057 0.008 -0.01 -0.02 0.01 0.0673
H 2.364 -4.903 -1.647 -0.01 -0.01 0.01 0.0789
H 0.653 -5.163 -1.342 0.01 -0.02 0.01 0.0616
H -0.656 -5.059 0.734 -0.01 -0.03 -0.05 0.0650
H -0.482 -7.368 1.538 0.00 0.01 0.00 0.1133
H 0.307 -7.819 3.842 0.00 0.00 0.00 0.1125
H 0.928 -5.932 5.313 0.00 0.00 -0.01 0.1125
H 0.762 -3.627 4.510 0.00 0.01 0.00 0.1084
```
Positions in Å, forces in eV/Å.

Summary:
Electronic energy in eV: -175371.34968
Spin multiplicity: 3
Frontier orbital gap (spin up / spin down) in eV: 5.8079 / 3.1565
Net charge: +2